(1)
{
  "formula": "C16H16N4O3",
  "method": "wB97M-V/def2-TZVPD",
  "lumo_ev": 0.63,
  "e_tot_ev": -28953.196,
  "e_homo_ev": -8.29,
  "e_above_lowest_kj_mol": 246.5,
  "orbital_gap_ha": 0.3278,
  "smiles": "COCc1[nH]nc2c1[C@@H](c1cccc(OC)c1)C(C#N)=C(N)O2",
  "spin_multiplicity": 1,
  "species": ["C", "H", "O", "C", "C", "C", "C", "N", "N", "H", "O", "C", "C", "C", "N", "C", "C", "C", "C", "C", "C", "C", "H", "H", "H", "O", "C", "H", "H", "H", "H", "H", "N", "H", "H", "H", "H", "H", "H"],
  "xyz": [[1.1111, 3.1465, -4.1675], [1.1381, 3.2182, -5.2526], [1.0800, 1.7765, -3.8585], [1.0373, 1.5281, -2.4734], [0.9753, 0.0578, -2.2453], [0.8445, -0.6732, -1.0819], [0.8192, -2.0088, -1.5221], [0.9288, -2.1030, -2.8336], [1.0232, -0.8376, -3.2541], [1.1069, -0.6228, -4.2341], [0.6962, -3.0915, -0.7157], [0.6555, -2.8196, 0.6158], [0.6775, -1.5754, 1.1631], [0.6283, -1.4416, 2.5533], [0.5883, -1.3134, 3.6968], [0.7129, -0.2864, 0.3501], [-0.5455, 0.5103, 0.6408], [-0.5689, 1.3240, 1.7665], [-1.7239, 2.0137, 2.1116], [-2.8517, 1.9079, 1.2952], [-2.8213, 1.1033, 0.1767], [-1.6773, 0.3917, -0.1494], [-1.6693, -0.2518, -1.0166], [-3.7000, 1.0186, -0.4454], [-3.7381, 2.4579, 1.5685], [-1.8510, 2.8091, 3.2068], [-0.7873, 2.8532, 4.1293], [0.1009, 3.3245, 3.6956], [-0.5292, 1.8533, 4.4909], [-1.1442, 3.4594, 4.9604], [0.3194, 1.3940, 2.3746], [1.5795, 0.3147, 0.6642], [0.6595, -3.9691, 1.3519], [0.3974, -3.9064, 2.3207], [0.4344, -4.8152, 0.8567], [0.1543, 2.0070, -2.0161], [1.9306, 1.9471, -1.9780], [0.2192, 3.6591, -3.7877], [2.0015, 3.6285, -3.7462]]
}

---

(2)
{
  "formula": "C47H54N2O6P2SSeTeTi",
  "method": "wB97M-V/def2-TZVPD",
  "lumo_ev": [-2.93, -6.05],
  "e_tot_ev": -190037.526,
  "e_homo_ev": [-8.74, -8.74],
  "e_above_lowest_kj_mol": 53.8,
  "orbital_gap_ha": [0.2132, 0.0988],
  "spin_multiplicity": 2,
  "s_squared": 0.76,
  "total_charge": 1,
  "species": ["Ti", "C", "N", "P", "C", "C", "C", "C", "C", "C", "C", "C", "C", "C", "C", "C", "P", "C", "C", "C", "C", "C", "C", "C", "C", "C", "C", "C", "C", "H", "H", "H", "H", "H", "H", "H", "H", "H", "H", "H", "H", "H", "H", "H", "H", "H", "H", "H", "H", "H", "H", "H", "O", "Se", "O", "O", "O", "C", "C", "O", "N", "Te", "C", "C", "C", "C", "C", "C", "C", "C", "C", "C", "C", "C", "C", "C", "C", "C", "C", "C", "H", "H", "H", "H", "H", "H", "H", "H", "H", "H", "H", "H", "H", "H", "H", "H", "H", "H", "H", "H", "H", "H", "H", "H", "H", "C", "S", "C", "O", "H", "H", "H", "H", "H", "H"],
  "xyz": [[1.1387, -1.1298, 3.9380], [-2.3231, 4.8213, 3.6005], [-2.2625, 4.0853, 2.3212], [-0.8727, 3.1267, 1.7480], [-1.0302, 3.0028, -0.0697], [-1.1188, 1.7308, -0.6405], [-1.3539, 1.5690, -1.9894], [-1.3902, 2.6925, -2.8420], [-1.2832, 3.9804, -2.3053], [-0.9917, 4.0950, -0.8962], [0.6283, 4.1507, 1.7822], [1.8010, 3.4568, 1.4826], [3.0205, 4.1474, 1.3550], [3.0356, 5.5343, 1.6444], [1.8901, 6.2324, 1.8217], [0.6787, 5.5248, 1.7348], [-3.7884, 3.7685, 1.4482], [-4.4547, 5.2683, 0.7091], [-3.7271, 6.4679, 0.7242], [-4.0595, 7.4391, -0.2211], [-5.1699, 7.3706, -1.0353], [-5.9409, 6.1944, -0.9507], [-5.5876, 5.1504, -0.1177], [-5.0861, 3.4204, 2.6997], [-5.9909, 4.3331, 3.2346], [-6.6837, 3.9536, 4.3741], [-6.6813, 2.6081, 4.7910], [-5.9172, 1.6639, 4.1388], [-5.1711, 2.0732, 3.0574], [-1.4893, 5.5721, 3.6818], [-2.2682, 4.1501, 4.4746], [-3.2943, 5.2787, 3.6800], [-0.9531, 0.8449, 0.0227], [-1.5374, 0.5716, -2.3505], [-1.6203, 2.6651, -3.9516], [-1.3264, 4.9117, -2.9124], [-0.6835, 5.1268, -0.5624], [1.7616, 2.3720, 1.4926], [3.8906, 3.5450, 1.1295], [3.9725, 6.0372, 1.7531], [1.9774, 7.3381, 2.0094], [-0.2445, 6.1094, 1.6338], [-2.8600, 6.6355, 1.3218], [-3.4355, 8.3033, -0.3291], [-5.5629, 8.0804, -1.7823], [-6.6909, 6.0935, -1.7209], [-6.2664, 4.2548, -0.0447], [-6.0107, 5.3509, 2.8418], [-7.4087, 4.6461, 4.8245], [-7.2638, 2.2362, 5.6530], [-5.8965, 0.5827, 4.3910], [-4.5840, 1.4204, 2.4898], [1.2366, -0.2397, 5.4880], [1.0279, 1.4361, 4.6556], [-0.5825, 1.6949, 4.4689], [1.2736, 0.6184, 3.0987], [3.2012, -5.3627, 2.5791], [3.7253, -4.0619, 2.8119], [2.6371, -2.9826, 2.6911], [1.8475, -3.0584, 1.7248], [2.6036, -2.1340, 3.7460], [1.5969, -2.2782, -2.2146], [0.8701, -4.0918, -3.1482], [0.3922, -5.1468, -2.4127], [0.4760, -5.2113, -0.9079], [-0.1917, -6.2369, -3.1294], [-0.1547, -6.3867, -4.5393], [-0.7571, -7.5818, -5.2155], [0.3188, -5.2523, -5.2258], [0.8358, -4.1268, -4.5500], [1.2892, -3.0196, -5.4561], [3.7839, -2.3611, -2.7159], [4.5531, -3.5309, -2.4460], [4.0301, -4.7947, -1.7502], [5.9380, -3.5089, -2.8155], [6.6073, -2.3486, -3.1352], [8.1071, -2.4546, -3.2650], [5.8468, -1.1963, -3.3103], [4.4333, -1.1555, -3.1077], [3.7109, 0.1276, -3.5002], [3.8690, -6.0632, 2.7634], [4.1183, -3.9780, 3.8108], [4.4817, -3.7741, 2.0917], [1.2861, -5.9131, -0.5288], [-0.4043, -5.6279, -0.4168], [0.7658, -4.2587, -0.4784], [-0.6755, -7.0518, -2.5036], [-0.9200, -8.3398, -4.3843], [-0.0528, -7.9795, -5.9914], [-1.7680, -7.2431, -5.6212], [0.3724, -5.1865, -6.3014], [1.3661, -3.4170, -6.4938], [2.2782, -2.6748, -5.1218], [0.6109, -2.1460, -5.5217], [3.3538, -4.5154, -0.9446], [4.8279, -5.3596, -1.2555], [3.5692, -5.4399, -2.5077], [6.4822, -4.4908, -2.9187], [8.5102, -2.9694, -2.3914], [8.5522, -1.4852, -3.4569], [8.3470, -3.0745, -4.1797], [6.3164, -0.2547, -3.6546], [4.4280, 0.9585, -3.7611], [3.1168, 0.6103, -2.6893], [3.0011, -0.0410, -4.2908], [-2.7913, -2.8996, 4.1255], [-1.4357, -2.6063, 3.0335], [-1.0717, -4.2928, 2.7166], [-0.3723, -2.1346, 4.2059], [-2.7248, -3.7388, 4.8250], [-3.7046, -3.0490, 3.5208], [-2.8732, -1.9978, 4.7151], [-0.0117, -4.2976, 2.5407], [-1.6615, -4.5485, 1.8208], [-1.3562, -4.9334, 3.5416]]
}

---

(3)
{
  "formula": "C6H7BrN2O2",
  "method": "wB97M-V/def2-TZVPD",
  "lumo_ev": [-0.76, -0.76],
  "e_tot_ev": -83446.285,
  "e_homo_ev": [-8.39, -8.39],
  "e_above_lowest_kj_mol": 580.1,
  "orbital_gap_ha": [0.2803, 0.2803],
  "spin_multiplicity": 1,
  "species": ["C", "C", "C", "C", "C", "C", "N", "N", "O", "O", "Br", "H", "H", "H", "H", "H", "H", "H"],
  "xyz": [[0.3850, -0.6664, -0.7633], [-0.3163, -1.8739, -0.9213], [-1.3725, 0.0594, 0.7532], [-0.0199, 0.1827, 0.2569], [-1.0264, -2.5256, 0.0861], [0.5933, 1.5527, 0.3828], [-1.9305, -1.1332, 0.9325], [-1.7258, -3.6885, -0.2662], [-1.7178, -4.6005, 0.5450], [-2.3126, -3.7705, -1.3067], [-3.8411, -1.2374, 0.8611], [1.1164, -0.2842, -1.5754], [-0.4560, -2.4122, -1.8579], [-1.9411, 0.9143, 0.9172], [-0.4610, -2.6844, 1.0729], [1.7120, 1.4700, 0.3080], [0.5395, 2.0343, 1.4539], [0.1970, 2.0739, -0.3853]]
}

---

(4)
{
  "formula": "C36H39F2N4O7STeW",
  "method": "wB97M-V/def2-TZVPD",
  "lumo_ev": [-4.29, -3.88],
  "e_tot_ev": -83638.612,
  "e_homo_ev": [-9.80, -9.78],
  "e_above_lowest_kj_mol": 45.5,
  "orbital_gap_ha": [0.2024, 0.2168],
  "spin_multiplicity": 1,
  "total_charge": 1,
  "species": ["W", "C", "C", "N", "C", "C", "C", "S", "N", "C", "O", "C", "C", "C", "C", "C", "C", "H", "H", "H", "H", "H", "H", "H", "H", "H", "H", "H", "H", "H", "H", "H", "O", "C", "C", "C", "C", "C", "C", "C", "O", "N", "O", "O", "H", "H", "H", "H", "C", "O", "C", "C", "C", "C", "C", "C", "N", "C", "C", "C", "C", "C", "C", "C", "O", "H", "H", "H", "H", "H", "H", "H", "H", "H", "H", "H", "H", "H", "C", "Te", "C", "H", "H", "H", "H", "H", "H", "F", "C", "F", "H"],
  "xyz": [[0.0638, 0.1543, -0.3576], [-5.6168, 2.4030, 0.6840], [-5.6701, 1.0290, 0.0389], [-4.5555, 0.1839, 0.4852], [-4.8225, -0.6778, 1.6359], [-5.2767, -2.0630, 1.2110], [-3.3856, 0.2433, -0.1279], [-2.1237, -0.8434, 0.3722], [-3.3067, 1.0522, -1.2029], [-2.2197, 1.7399, -1.4010], [-1.2603, 1.7675, -0.5180], [-2.0706, 2.5289, -2.6306], [-3.0452, 2.4747, -3.6266], [-2.8608, 3.1693, -4.8084], [-1.7098, 3.9253, -4.9977], [-0.7439, 3.9904, -4.0038], [-0.9211, 3.2925, -2.8210], [-6.4351, 3.0210, 0.3173], [-4.6789, 2.9012, 0.4387], [-5.7063, 2.3389, 1.7694], [-5.6279, 1.1058, -1.0455], [-6.5850, 0.5000, 0.3069], [-5.5887, -0.1770, 2.2285], [-3.9200, -0.7323, 2.2446], [-6.1079, -2.0044, 0.5079], [-5.6075, -2.6311, 2.0799], [-4.4674, -2.6057, 0.7253], [-3.9341, 1.8810, -3.4670], [-3.6138, 3.1249, -5.5830], [-1.5668, 4.4641, -5.9248], [0.1487, 4.5826, -4.1513], [-0.1666, 3.3295, -2.0475], [0.6663, -1.0453, 1.2462], [1.7572, -1.6133, 1.5086], [2.9286, -1.5916, 0.7430], [4.1034, -2.1780, 1.2725], [5.2490, -2.0993, 0.5488], [5.2873, -1.4620, -0.7121], [4.1666, -0.9153, -1.2582], [2.9375, -0.9608, -0.5450], [1.8742, -0.4853, -1.0663], [6.4776, -2.6798, 1.0890], [6.3788, -3.3449, 2.0987], [7.5066, -2.4618, 0.4889], [1.7744, -2.1679, 2.4510], [4.1020, -2.6643, 2.2386], [6.2359, -1.4230, -1.2292], [4.1757, -0.4343, -2.2254], [-2.9790, -6.3420, 0.4828], [-2.3066, -5.2169, -0.0590], [-2.9567, -4.4864, -1.0136], [-4.2281, -4.7540, -1.4812], [-4.8004, -3.9256, -2.4450], [-4.0983, -2.8396, -2.9272], [-2.8142, -2.5672, -2.4657], [-2.2247, -3.3852, -1.5113], [-0.9542, -3.2106, -0.9784], [-0.0028, -2.2461, -1.2756], [0.1739, -1.9523, -2.7364], [0.5328, -2.9066, -3.6811], [0.6941, -2.5329, -5.0069], [0.5030, -1.2128, -5.4005], [0.1451, -0.2450, -4.4747], [-0.0106, -0.6503, -3.1591], [-0.3712, 0.2450, -2.1901], [-3.8994, -6.0431, 0.9902], [-2.2956, -6.7867, 1.2007], [-3.2119, -7.0717, -0.2954], [-4.7844, -5.5995, -1.1051], [-5.7948, -4.1431, -2.8089], [-4.5374, -2.1921, -3.6736], [-2.2931, -1.7027, -2.8482], [-0.7736, -3.8143, -0.1893], [0.9341, -2.5357, -0.8070], [0.6761, -3.9363, -3.3783], [0.9703, -3.2767, -5.7412], [0.6321, -0.9391, -6.4387], [-0.0152, 0.7895, -4.7464], [-2.1007, 2.7913, 2.6726], [-0.4401, 1.4638, 2.5535], [-1.0576, -0.0985, 3.8541], [-1.9763, 3.3877, 3.5705], [-3.0450, 2.2527, 2.6963], [-2.0678, 3.4272, 1.7917], [-1.7568, -0.7671, 3.3557], [-1.5155, 0.3487, 4.7338], [-0.1683, -0.6425, 4.1607], [2.1848, 2.1626, -1.1842], [1.4622, 1.8626, -0.0724], [2.4122, 1.4441, 0.8675], [0.9972, 2.7729, 0.3283]]
}

---

(5)
{
  "formula": "C6H12O4",
  "method": "wB97M-V/def2-TZVPD",
  "lumo_ev": 0.49,
  "e_tot_ev": -14606.574,
  "e_homo_ev": -10.34,
  "e_above_lowest_kj_mol": 61.6,
  "orbital_gap_ha": 0.3981,
  "smiles": "O=C1CC[C@H](CCO)O1.O",
  "spin_multiplicity": 1,
  "species": ["O", "C", "C", "C", "C", "C", "C", "O", "O", "H", "H", "H", "H", "H", "H", "H", "H", "H", "H", "O", "H", "H"],
  "xyz": [[1.5944, -3.2869, -1.4579], [1.6531, -2.0580, -0.7590], [0.4273, -1.1894, -1.0079], [0.4112, 0.0927, -0.1912], [-0.4631, 1.2069, -0.7941], [-1.7711, 1.1199, -0.0114], [-1.4083, 0.3937, 1.2609], [-2.1271, 0.1002, 2.1854], [-0.1480, -0.1565, 1.1203], [0.7560, -3.7186, -1.2709], [1.7858, -2.2317, 0.3209], [2.5529, -1.5417, -1.1230], [0.4029, -0.9045, -2.0705], [-0.4906, -1.7640, -0.8019], [1.4394, 0.4382, -0.0168], [0.0114, 2.1824, -0.6381], [-0.6051, 1.0559, -1.8704], [-2.2183, 2.0897, 0.2329], [-2.5278, 0.5139, -0.5308], [-0.0031, 2.5346, 2.7912], [0.6438, 1.8520, 2.4534], [0.0842, 3.2714, 2.1791]]
}

---

(6)
{
  "formula": "C2H3FO2Tl",
  "method": "wB97M-V/def2-TZVPD",
  "lumo_ev": [0.09, -0.21],
  "e_tot_ev": -13623.294,
  "e_homo_ev": [-9.23, -8.77],
  "e_above_lowest_kj_mol": 284.9,
  "orbital_gap_ha": [0.3425, 0.3149],
  "spin_multiplicity": 2,
  "s_squared": 0.76,
  "species": ["H", "C", "C", "H", "H", "F", "O", "O", "Tl"],
  "xyz": [[0.9044, -1.0690, -0.9044], [0.5396, -0.8542, 0.1021], [1.0219, 0.1916, 0.8198], [0.1720, -1.7110, 0.6736], [0.9382, 0.3235, 1.9003], [1.6255, 1.2196, 0.2113], [-1.2546, 0.2320, -1.6827], [-1.7431, 1.4539, -1.4099], [-2.2039, 0.2136, 0.2900]]
}

---

Strongest force on any atom (eV Å⁻¹)
1.621, 4.946, 5.680, 2.144, 1.887, 3.576